Entry 1:
{"formula": "C6H8BrN2", "method": "ωB97M-V/def2-TZVPD", "total_charge": 1, "total_energy_ha": -2916.66803, "smiles": "[NH2+]=C1C=CC=C(Br)CN1", "e_lumo_ha": -0.17556, "mol_weight_da": 188.048, "de_lowest_kcal_mol": 24.84, "homo_lumo_gap_ev": 8.196, "species": ["N", "C", "C", "C", "C", "C", "Br", "C", "N", "H", "H", "H", "H", "H", "H", "H", "H"], "positions_angstrom": [[-2.12, 1.07, 0.90], [-1.11, 0.50, 0.28], [-1.15, -0.92, -0.02], [-0.02, -1.78, 0.05], [1.37, -1.41, 0.29], [1.87, -0.24, -0.11], [3.70, 0.17, 0.09], [0.98, 0.88, -0.91], [-0.05, 1.28, -0.05], [-3.05, 0.68, 0.78], [-2.07, 2.08, 0.93], [-2.03, -1.53, -0.22], [-0.11, -2.92, 0.15], [1.97, -2.17, 0.84], [1.50, 1.75, -1.14], [0.55, 0.31, -1.69], [-0.23, 2.27, -0.16]]}

***

Entry 2:
{"formula": "C6H8Cl2N2", "method": "ωB97M-V/def2-TZVPD", "total_energy_ha": -1263.14066, "e_lumo_ha": [0.01155, 0.01160], "mol_weight_da": 179.050, "de_lowest_kcal_mol": 94.46, "homo_lumo_gap_ev": [8.176, 8.175], "species": ["C", "C", "C", "C", "C", "C", "N", "N", "Cl", "Cl", "H", "H", "H", "H", "H", "H", "H", "H"], "positions_angstrom": [[1.82, 0.72, -0.14], [1.13, 1.63, 0.81], [1.36, -0.29, -0.89], [0.85, 1.31, 2.13], [0.05, -1.04, -0.71], [-1.15, -0.19, -0.78], [-2.83, -1.89, -0.55], [-2.40, -0.69, -0.74], [-0.10, -2.05, 0.79], [-0.91, 1.48, -1.29], [2.87, 1.07, -0.47], [0.89, 2.64, 0.38], [2.09, -0.57, -1.58], [0.40, 1.94, 2.90], [-0.01, -1.78, -1.42], [-2.19, -2.77, -0.54], [1.25, 0.48, 2.54], [-3.13, 0.01, -0.46]]}

***

Entry 3:
{"formula": "C6H8Cl2N2O3S", "method": "ωB97M-V/def2-TZVPD", "total_energy_ha": -1886.97563, "e_lumo_ha": [0.00819, -0.08938], "mol_weight_da": 259.114, "homo_lumo_gap_ev": [6.938, 6.658], "multiplicity": 3, "species": ["C", "C", "C", "C", "C", "C", "N", "N", "O", "O", "O", "S", "Cl", "Cl", "H", "H", "H", "H", "H", "H", "H", "H"], "positions_angstrom": [[-0.07, -2.39, 1.42], [-1.73, 0.38, 0.51], [-2.19, -1.63, 4.27], [0.99, -3.26, 1.82], [-0.63, 2.25, -2.01], [-0.29, 1.91, -0.51], [-0.78, -1.51, 1.16], [-1.84, -0.86, 0.96], [-2.67, 1.15, 0.42], [-0.88, 0.27, 3.54], [-0.45, 0.64, 0.08], [-2.26, -0.19, 3.53], [-3.62, -2.52, 4.49], [-0.73, -2.32, 4.82], [0.38, -4.13, 2.15], [1.46, -3.00, 2.79], [1.74, -3.26, 1.12], [-0.50, 3.36, -2.21], [-0.09, 1.68, -2.68], [-1.63, 2.03, -2.20], [-0.81, 2.72, -0.05], [0.86, 1.90, -0.34]]}

***

Entry 4:
{"formula": "C6H8ClN", "method": "ωB97M-V/def2-TZVPD", "total_energy_ha": -748.15900, "e_lumo_ha": [0.00376, -0.01832], "mol_weight_da": 129.590, "de_lowest_kcal_mol": 118.65, "homo_lumo_gap_ev": [8.616, 7.636], "species": ["C", "C", "C", "C", "C", "C", "N", "Cl", "H", "H", "H", "H", "H", "H", "H", "H"], "positions_angstrom": [[1.27, 1.91, -0.01], [1.01, 0.91, 1.02], [0.66, 1.40, -1.16], [0.30, -0.01, 0.42], [-0.53, -0.70, -1.85], [-1.34, -1.68, 2.16], [0.08, 0.19, -0.86], [-1.13, -1.25, 3.69], [1.90, 2.89, -0.08], [1.30, 0.78, 2.05], [0.73, 1.81, -2.10], [-1.13, -0.08, -2.58], [0.28, -1.12, -2.41], [-0.95, -1.64, -1.36], [-0.59, -2.39, 1.67], [-1.85, -1.01, 1.40]]}

***

Entry 5:
{"formula": "C6H8ClN2O", "method": "ωB97M-V/def2-TZVPD", "total_charge": 1, "total_energy_ha": -877.93797, "e_lumo_ha": -0.21095, "mol_weight_da": 159.596, "de_lowest_kcal_mol": 113.64, "homo_lumo_gap_ev": 7.253, "species": ["C", "C", "C", "C", "C", "C", "N", "N", "O", "Cl", "H", "H", "H", "H", "H", "H", "H", "H"], "positions_angstrom": [[3.06, 0.26, -0.28], [-0.62, 0.39, -0.21], [1.36, -1.30, -0.23], [-0.49, 1.32, -1.40], [-2.38, -0.74, 1.19], [0.67, -0.02, 0.63], [-1.75, 0.02, 0.14], [2.63, -0.85, -0.57], [0.82, -2.31, -0.45], [1.81, 1.24, 0.73], [3.92, 0.80, -0.40], [-0.35, 2.33, -1.12], [-1.37, 1.13, -1.87], [0.23, 1.08, -2.14], [-3.31, -1.11, 0.72], [-2.49, 0.00, 2.15], [-1.95, -1.79, 1.59], [0.21, -0.46, 1.53]]}

***

Entry 6:
{"formula": "C6H8ClN4OS", "method": "ωB97M-V/def2-TZVPD", "total_charge": 1, "total_energy_ha": -1385.68610, "smiles": "CON1C=[NH+][C@]2(Cl)NC(=S)N=C[C@H]12", "e_lumo_ha": -0.17898, "mol_weight_da": 219.677, "de_lowest_kcal_mol": 2.20, "homo_lumo_gap_ev": 7.346, "species": ["C", "O", "N", "C", "N", "C", "Cl", "N", "C", "S", "N", "C", "C", "H", "H", "H", "H", "H", "H", "H", "H"], "positions_angstrom": [[-3.12, 0.51, -0.69], [-2.04, 1.03, 0.15], [-1.15, 0.10, 0.38], [-0.88, -0.61, 1.40], [0.29, -1.22, 1.40], [1.08, -0.91, 0.14], [1.18, -2.54, -0.79], [2.34, -0.46, 0.32], [2.84, 0.79, -0.04], [4.47, 1.09, 0.00], [1.99, 1.68, -0.61], [0.80, 1.38, -0.92], [0.18, 0.03, -0.68], [-2.56, 0.10, -1.48], [-3.69, 1.41, -0.83], [-3.64, -0.23, -0.15], [-1.57, -0.85, 2.10], [0.57, -1.91, 2.19], [3.03, -1.14, 0.77], [0.16, 2.21, -1.10], [-0.25, -0.49, -1.55]]}

***

Entry 7:
{"formula": "C6H8CoO3", "method": "ωB97M-V/def2-TZVPD", "total_charge": 2, "total_energy_ha": -1840.79723, "e_lumo_ha": [-0.43403, -0.43498], "mol_weight_da": 187.060, "homo_lumo_gap_ev": [6.854, 6.375], "multiplicity": 4, "species": ["C", "C", "C", "O", "C", "O", "O", "C", "C", "H", "H", "H", "H", "H", "H", "H", "H", "Co"], "positions_angstrom": [[0.28, 0.58, 2.21], [0.22, 1.30, 0.89], [-1.12, 1.31, -0.08], [-2.12, 0.29, 0.25], [-1.68, -1.07, -0.14], [-1.98, -2.08, 0.72], [-1.00, -1.45, -1.38], [0.48, -1.47, -1.19], [1.25, -0.61, -2.19], [0.99, 0.93, 3.09], [-0.38, -0.38, 2.33], [1.18, 1.92, 0.57], [-0.75, 1.28, -1.21], [-1.61, 2.39, 0.05], [0.99, -2.06, -0.31], [1.47, -1.13, -3.22], [1.53, 0.51, -1.96], [2.25, -0.26, 1.56]]}

***

Entry 8:
{"formula": "C6H8F3N2S", "method": "ωB97M-V/def2-TZVPD", "total_charge": 1, "total_energy_ha": -1040.33418, "e_lumo_ha": [-0.25374, -0.29462], "mol_weight_da": 197.205, "de_lowest_kcal_mol": 60.25, "homo_lumo_gap_ev": [6.975, 4.994], "species": ["C", "C", "C", "C", "C", "C", "N", "N", "F", "F", "F", "S", "H", "H", "H", "H", "H", "H", "H", "H"], "positions_angstrom": [[-1.09, 1.39, 0.52], [-2.10, 0.57, -0.15], [0.11, 0.82, 0.15], [-3.56, 0.74, -0.19], [3.19, -2.27, -0.26], [1.49, 1.15, 0.76], [-1.40, -0.23, -0.96], [-0.11, -0.08, -0.87], [1.71, 2.45, 0.72], [1.73, 0.82, 1.98], [2.46, 0.57, 0.07], [1.47, -2.49, -0.20], [-1.31, 2.04, 1.39], [-3.86, 0.20, 0.68], [-3.81, 1.76, -0.08], [-3.83, 0.37, -1.25], [3.55, -2.61, 0.75], [3.44, -1.26, -0.55], [3.73, -2.92, -0.97], [-1.79, -1.01, -1.55]]}

***

Entry 9:
{"formula": "C6H8F3N3", "method": "ωB97M-V/def2-TZVPD", "total_energy_ha": -697.20399, "e_lumo_ha": [-0.03108, -0.02468], "mol_weight_da": 179.145, "de_lowest_kcal_mol": 59.50, "homo_lumo_gap_ev": [6.938, 8.914], "species": ["C", "C", "C", "C", "C", "C", "N", "N", "N", "F", "F", "F", "H", "H", "H", "H", "H", "H", "H", "H"], "positions_angstrom": [[-1.28, 2.64, 0.62], [-0.70, 0.69, 0.07], [-0.28, -1.44, -1.20], [-0.53, -1.43, 1.36], [-0.41, -0.68, 0.08], [2.31, -0.17, 0.08], [-1.09, 1.42, 1.12], [-1.03, 2.74, -0.68], [-0.67, 1.51, -1.03], [2.37, 0.59, -1.04], [2.97, -1.32, -0.15], [2.88, 0.49, 1.09], [-1.61, 3.47, 1.21], [0.35, -0.93, -1.92], [-1.27, -1.55, -1.65], [0.12, -2.43, -1.02], [-0.47, -0.76, 2.20], [-1.50, -1.93, 1.38], [0.23, -2.21, 1.43], [-0.39, 1.31, -1.97]]}

***

Entry 10:
{"formula": "C6H8F5N2O", "method": "ωB97M-V/def2-TZVPD", "total_charge": 1, "total_energy_ha": -917.24059, "smiles": "O[C@@H]1CNC(C(F)(F)C(F)(F)F)=[NH+]C1", "e_lumo_ha": -0.11780, "mol_weight_da": 219.133, "de_lowest_kcal_mol": 0.00, "homo_lumo_gap_ev": 11.417, "species": ["O", "C", "C", "N", "C", "C", "F", "F", "C", "F", "F", "F", "N", "C", "H", "H", "H", "H", "H", "H", "H", "H"], "positions_angstrom": [[-1.21, 1.23, 0.48], [-0.62, 0.48, -0.50], [-0.82, -1.03, -0.18], [-0.24, -1.27, 1.14], [0.91, -0.77, 1.38], [1.54, -1.17, 3.02], [2.81, -1.49, 2.73], [0.82, -2.20, 3.44], [1.37, 0.09, 3.91], [0.08, 0.38, 3.92], [2.18, 1.03, 3.50], [1.72, -0.30, 5.17], [1.56, -0.02, 0.52], [0.91, 0.70, -0.55], [-1.64, 1.97, 0.03], [-0.96, 0.63, -1.45], [-1.89, -1.10, -0.16], [-0.43, -1.64, -0.89], [-0.83, -1.81, 1.82], [2.55, 0.31, 0.71], [1.28, 0.48, -1.47], [1.22, 1.88, -0.46]]}

***

Entry 11:
{"formula": "C6H8FN", "method": "ωB97M-V/def2-TZVPD", "total_energy_ha": -387.87003, "smiles": "FC1=CCN[C@@H]2C[C@@H]12", "e_lumo_ha": 0.03447, "mol_weight_da": 113.135, "de_lowest_kcal_mol": 105.55, "homo_lumo_gap_ev": 10.079, "species": ["F", "C", "C", "C", "N", "C", "C", "C", "H", "H", "H", "H", "H", "H", "H", "H"], "positions_angstrom": [[-2.89, -0.05, 0.07], [-1.43, -0.14, -0.02], [-0.86, -1.30, -0.27], [0.68, -1.50, -0.06], [1.59, -0.37, 0.25], [0.76, 0.68, -0.35], [0.12, 2.12, -0.23], [-0.51, 0.85, 0.31], [-1.46, -2.22, -0.36], [0.87, -2.23, 0.75], [1.26, -2.03, -0.98], [1.56, -0.19, 1.24], [0.58, 0.18, -1.36], [0.24, 2.87, 0.63], [-0.13, 2.59, -1.08], [-0.38, 0.75, 1.46]]}

***

Entry 12:
{"formula": "C6H8FN3S", "method": "ωB97M-V/def2-TZVPD", "total_energy_ha": -895.49873, "e_lumo_ha": [0.02676, 0.02309], "mol_weight_da": 173.216, "de_lowest_kcal_mol": 83.46, "homo_lumo_gap_ev": [9.061, 8.903], "species": ["C", "C", "C", "C", "C", "C", "N", "N", "N", "F", "S", "H", "H", "H", "H", "H", "H", "H", "H"], "positions_angstrom": [[1.76, -1.57, 0.71], [0.81, -0.90, -0.04], [2.39, 0.61, 0.09], [-0.60, -1.32, -0.33], [-1.42, -0.43, -0.81], [3.01, 1.92, -0.08], [1.20, 0.44, -0.31], [-4.18, 0.33, 0.13], [-3.80, -0.70, -0.65], [-3.70, -1.83, 0.13], [3.18, -0.66, 0.94], [1.64, -2.57, 1.04], [-0.81, -2.45, -0.19], [-1.29, 0.59, -1.03], [3.32, 2.51, 0.75], [4.10, 2.01, -0.57], [2.34, 2.49, -0.73], [-3.92, 1.26, -0.16], [-4.03, 0.28, 1.11]]}

***

Entry 13:
{"formula": "C6H8FN5O", "method": "ωB97M-V/def2-TZVPD", "total_energy_ha": -682.17483, "e_lumo_ha": -0.01373, "mol_weight_da": 185.162, "de_lowest_kcal_mol": 39.25, "homo_lumo_gap_ev": 9.292, "species": ["C", "C", "C", "C", "C", "C", "N", "N", "N", "N", "N", "O", "F", "H", "H", "H", "H", "H", "H", "H", "H"], "positions_angstrom": [[1.91, 1.43, -0.51], [0.46, -1.70, 0.06], [1.48, -0.91, -0.08], [-0.92, -1.46, -0.34], [-0.44, 0.99, -0.04], [-2.68, 0.14, -0.51], [3.01, 1.79, -0.50], [0.78, 0.95, -0.76], [-1.33, -0.13, -0.28], [2.82, -0.82, -0.13], [-0.37, 1.08, 1.43], [-1.73, -2.33, -0.68], [0.64, -2.86, 0.66], [-0.93, 1.98, -0.30], [-2.87, 0.48, -1.54], [-3.22, -0.78, -0.31], [-3.19, 0.92, 0.32], [3.12, -0.38, 0.73], [3.32, -0.47, -0.93], [0.22, 1.85, 1.77], [-0.07, 0.23, 1.92]]}

***

Entry 14:
{"formula": "C6H8HgO4", "method": "ωB97M-V/def2-TZVPD", "total_energy_ha": -687.48196, "e_lumo_ha": [-0.06611, -0.06601], "mol_weight_da": 344.716, "homo_lumo_gap_ev": [5.198, 5.201], "species": ["O", "C", "C", "H", "H", "H", "O", "C", "C", "O", "C", "C", "O", "Hg", "H", "H", "H", "H", "H"], "positions_angstrom": [[1.94, 0.21, -0.76], [2.55, -0.06, 0.36], [3.84, 0.14, 0.68], [1.79, -0.52, 1.18], [4.45, 0.86, 0.13], [4.34, -0.56, 1.35], [-0.42, 1.98, -1.37], [-1.46, 2.30, -0.68], [-2.07, 1.45, 0.20], [-1.61, 0.16, 0.01], [-1.67, -0.95, 0.63], [-1.27, -2.06, -0.29], [-0.45, -1.65, -1.28], [0.26, 0.12, -1.51], [-1.75, 3.36, -0.63], [-2.93, 1.60, 0.84], [-2.43, -1.06, 1.41], [-2.24, -2.48, -0.65], [-0.86, -2.85, 0.39]]}